The following is a DFT calculation (ωB97M-V/def2-TZVPD) of C3H3NOS in the gas phase.

Summary:
Largest force on an atom   4.53 eV/Å
LUMO level (alpha / beta)   -1.76 / -1.76 eV
DFT total energy   -644.14837 Eh
Energy above the lowest of the compared OMol25 structures with the same formula, charge and spin   363.8 kJ/mol
E_HOMO (alpha / beta)   -9.0 / -9.0 eV
Total charge   0
2S+1   1

Structure (XYZ):
```
9
Properties=species:S:1:pos:R:3:forces:R:3
C -0.621644 -0.686334 0.701454 -0.90 0.75 0.75
C -0.116686 -1.374120 -0.405726 2.53 0.21 -1.76
C 0.407311 1.180524 -0.150453 -1.34 3.57 2.45
N -0.460805 0.612509 0.834411 -1.58 -1.70 0.39
O 0.952065 0.393311 -0.954751 1.17 -4.04 -1.69
S 0.251641 -2.585080 -1.318099 -0.68 1.00 0.87
H -1.265173 -1.361164 1.365366 0.91 1.49 -0.66
H -0.139008 1.987541 -0.753064 -0.09 -0.29 1.21
H 0.992298 1.832812 0.680861 -0.03 -1.00 -1.55
```
Forces are in eV/Å.



The following is a DFT calculation (ωB97M-V/def2-TZVPD) of 4 unconnected molecules or ions with the total composition CH10NO4.

Summary:
Largest force on an atom   3.69 eV/Å
LUMO level   3.92 eV
DFT total energy   -399.82286 Eh
Energy above the lowest of the compared OMol25 structures with the same formula, charge and spin   111.5 kJ/mol
E_HOMO   -4.2 eV
Total charge   -1
2S+1   1

Structure (XYZ):
```
16
Properties=species:S:1:pos:R:3:forces:R:3
N -0.379109 -1.874565 1.129219 2.64 0.91 -1.12
C -0.537919 -0.395464 1.494356 -1.33 -1.33 -2.11
O 0.118006 0.529824 0.814086 1.51 0.97 -1.80
H 0.622866 -1.786741 0.711087 -2.08 -0.79 0.71
H -0.959628 -2.151966 0.340656 0.14 0.43 -0.15
H -0.332943 -0.478944 2.483120 0.94 0.49 3.51
H -1.563198 -0.155859 1.371221 -2.02 -0.32 0.34
H -2.227960 0.155525 -1.161846 2.96 -0.41 -0.91
H -0.690251 0.451568 -0.593580 -0.62 -1.00 -0.86
O -1.239855 0.046551 -1.456532 -1.94 1.47 2.36
H 1.851107 -0.676622 -1.566650 -0.22 0.08 0.11
H 0.333642 -0.712243 -1.980392 1.90 -0.88 -0.37
O 1.259520 -1.098773 -2.197694 -1.74 0.70 0.23
H 1.097209 2.143905 0.726688 0.96 1.25 -0.42
H 1.090326 3.019443 -0.450105 -1.28 0.40 -2.62
O 1.558184 2.984365 0.336368 0.16 -1.99 3.10
```
Forces are in eV/Å.



The following is a DFT calculation (ωB97M-V/def2-TZVPD) of 3 unconnected molecules or ions with the total composition C14H29FNO7PS2.

Summary:
Largest force on an atom   9.81 eV/Å
SMILES string   CO[C@@H](CC(=O)F)[C@@H](N)P(C)O.O=S1(=O)CCCC1.O=S1(=O)CCCC1
LUMO level   0.31 eV
DFT total energy   -2369.69082 Eh
E_HOMO   -7.9 eV
Total charge   0
2S+1   1

Structure (XYZ):
```
55
Properties=species:S:1:pos:R:3:forces:R:3
C 2.737848 2.403649 1.467343 1.52 -0.32 0.09
O 1.718299 2.695876 0.447789 -0.98 -0.96 2.60
C 0.349612 2.570130 0.972136 0.08 0.44 -0.56
C -0.110292 4.029226 1.560025 -0.17 0.27 0.76
C -0.693345 5.079005 0.443938 2.68 2.87 -4.91
O 0.008802 5.663302 -0.532609 -5.27 -4.24 7.10
F -2.169911 5.390522 0.517183 4.07 -1.04 -0.01
C -0.587685 1.976340 -0.234101 0.22 -0.19 0.65
N 0.199596 1.766048 -1.516198 -1.51 1.02 -0.69
P -1.207151 0.215769 0.324175 -0.41 -1.02 -1.02
C -2.505947 0.458613 1.741475 0.12 0.39 1.57
O 0.198420 -0.663957 0.926592 -2.55 -0.10 -0.15
H 3.188142 3.398734 1.941087 -1.02 -1.97 -1.05
H 3.605412 1.800541 0.913869 -1.94 1.46 1.23
H 2.381031 1.713745 2.344259 0.32 1.28 -1.77
H 0.253238 1.801123 1.878560 0.65 1.76 -1.80
H -0.866121 3.809080 2.457349 1.38 0.94 -2.22
H 0.875086 4.531147 2.009606 -2.29 -0.97 -1.09
H -1.562600 2.584244 -0.455914 1.59 -0.87 0.89
H 0.384523 2.716376 -1.958837 -0.15 -1.46 0.99
H -0.441962 1.302456 -2.227883 0.89 0.59 1.41
H -3.459035 1.063601 1.385199 2.17 -1.08 0.48
H -2.890185 -0.599897 2.078857 0.97 2.02 -0.83
H -2.037409 0.985360 2.695614 -1.12 -0.95 -1.81
H -0.097318 -1.635896 0.847216 0.71 2.18 0.08
O 4.066018 -0.528266 0.327328 0.12 -0.44 -0.27
S 4.678657 -1.309225 -0.726669 -0.52 -0.25 -0.17
O 4.087690 -2.533884 -1.228088 0.03 0.49 0.46
C 5.018725 -0.230521 -2.103755 0.07 0.40 -0.41
C 6.408612 0.317844 -1.816947 0.13 0.23 0.03
C 7.229468 -0.872184 -1.322348 0.34 -0.02 -0.17
C 6.383650 -1.615256 -0.289630 0.65 -0.23 0.26
H 4.255022 0.546457 -2.167369 -0.07 -0.22 0.10
H 5.015133 -0.838147 -3.013603 -0.06 0.02 0.17
H 6.851636 0.775191 -2.706436 -0.08 -0.04 0.14
H 6.356338 1.082432 -1.032656 -0.03 -0.06 -0.13
H 7.451267 -1.537819 -2.165361 -0.04 0.10 0.11
H 8.185602 -0.554552 -0.894777 -0.14 -0.09 -0.07
H 6.576532 -2.690840 -0.310471 -0.22 0.17 0.11
H 6.550127 -1.226298 0.718669 -0.17 -0.06 -0.14
O -5.401861 -3.341232 2.310566 0.42 0.19 -0.29
S -4.811492 -2.955385 1.046161 0.30 -0.15 0.09
O -3.403332 -2.639945 0.911862 -0.40 -0.19 0.43
C -5.244601 -4.178172 -0.175650 -0.12 -0.43 -0.36
C -6.570103 -3.690643 -0.741431 -0.27 -0.08 -0.02
C -6.411365 -2.182407 -0.927512 -0.10 0.11 -0.36
C -5.780686 -1.626760 0.348250 -0.31 0.63 -0.18
H -5.312177 -5.163278 0.289089 0.14 0.18 0.09
H -4.464345 -4.175813 -0.942618 -0.04 0.03 0.17
H -6.814368 -4.192443 -1.682260 0.03 0.05 0.16
H -7.379342 -3.892156 -0.029417 0.12 -0.03 -0.09
H -5.750348 -1.987793 -1.780811 -0.09 -0.03 0.13
H -7.369789 -1.697496 -1.137708 0.17 -0.05 0.03
H -5.129842 -0.774519 0.137046 0.00 -0.18 0.21
H -6.541873 -1.342025 1.079818 0.20 -0.12 0.00
```
Forces are in eV/Å.



The following is a DFT calculation (ωB97M-V/def2-TZVPD) of 4 unconnected molecules or ions with the total composition C19H46O8P.

Summary:
Largest force on an atom   9.13 eV/Å
LUMO level   -3.53 eV
DFT total energy   -1694.23961 Eh
E_HOMO   -10.5 eV
Total charge   +1
2S+1   1

Structure (XYZ):
```
74
Properties=species:S:1:pos:R:3:forces:R:3
C -0.817366 1.824567 -0.198348 -1.35 0.61 -0.15
C -0.977727 1.159355 1.291854 -0.69 -0.66 -0.54
C 0.379667 0.472490 1.899870 0.06 -0.01 1.39
C 1.757848 1.331919 1.681008 0.80 -0.51 -1.13
C 3.037179 0.597987 2.452303 -1.10 -0.62 0.65
P 4.743732 1.158003 1.760601 -1.16 0.07 -0.49
C 4.818325 0.798671 -0.148608 -0.07 0.20 -1.22
C 4.224920 2.100277 -1.014763 -0.77 5.63 2.11
O 4.293614 3.320961 -0.435327 -0.26 -8.20 -4.01
O 3.636756 1.957457 -2.361334 0.81 -0.65 4.01
H -1.118648 1.058184 -1.063066 1.05 1.63 1.94
H -1.644587 2.682723 -0.266036 1.84 -1.87 0.08
H 0.206951 2.356666 -0.398632 -1.89 -1.20 0.37
H -1.772848 0.276279 1.174314 1.73 1.97 0.40
H -1.498410 1.938396 2.022093 1.52 -1.67 -1.45
H 0.228181 0.379830 3.080243 0.29 0.14 -2.49
H 0.529317 -0.647802 1.522215 -0.25 2.54 0.54
H 2.033555 1.294601 0.520447 -0.71 0.25 2.40
H 1.701291 2.457546 1.996272 -0.06 -2.21 -0.54
H 2.924559 -0.581326 2.342584 0.52 2.49 0.05
H 2.992278 0.814298 3.608405 0.33 -0.30 -2.27
H 5.873666 0.504443 2.432168 -1.11 0.50 -0.74
H 4.906784 2.595973 2.011931 -0.09 -1.43 -0.43
H 4.242476 -0.200237 -0.428704 1.23 2.11 0.80
H 5.948519 0.679245 -0.429197 -2.02 0.16 0.37
H 2.941843 1.228690 -2.391259 1.41 0.97 0.26
C -6.701341 2.819605 -0.761352 -0.07 -0.01 0.15
O -7.124142 1.642316 -0.082002 0.59 0.00 -0.04
C -6.118542 0.624047 -0.076066 -0.43 0.05 0.49
C -5.360174 0.595566 1.255633 0.26 0.15 -0.51
O -4.608123 1.796088 1.455164 -0.39 -0.04 0.06
C -5.278143 2.717875 2.310712 0.19 0.06 -0.07
H -7.367540 3.638073 -0.477978 -0.01 -0.18 -0.03
H -5.674917 3.103316 -0.496722 -0.14 -0.10 -0.02
H -6.768657 2.663874 -1.839326 0.06 0.08 -0.13
H -5.430169 0.752114 -0.920197 0.02 0.06 0.13
H -6.632522 -0.334175 -0.207053 0.06 0.02 0.04
H -4.641682 -0.230689 1.232048 -0.06 -0.02 -0.01
H -6.043523 0.420675 2.095081 -0.01 0.07 -0.14
H -5.155114 2.403799 3.349721 -0.10 0.04 0.11
H -6.342517 2.802876 2.077013 0.07 -0.07 -0.03
H -4.817003 3.700964 2.182425 0.02 -0.17 -0.01
C -9.343001 -4.384046 -0.456170 0.07 -0.10 0.05
O -8.484074 -5.047626 -1.377145 0.29 0.49 0.12
C -7.532335 -4.160434 -1.973152 0.11 -0.61 0.14
C -6.164311 -4.268078 -1.290308 -0.34 0.49 0.09
O -6.220490 -3.820010 0.067162 -0.12 -0.41 -0.19
C -6.323765 -4.901263 0.989553 0.00 0.22 0.07
H -9.825207 -5.139053 0.169493 0.06 0.01 -0.17
H -8.794202 -3.694218 0.197301 -0.04 -0.10 -0.14
H -10.110078 -3.833387 -1.003143 -0.10 0.11 0.04
H -7.901033 -3.127636 -1.958764 0.09 -0.07 0.10
H -7.425731 -4.462120 -3.020598 0.02 0.03 0.05
H -5.459167 -3.613356 -1.813372 -0.03 -0.02 -0.02
H -5.774945 -5.291548 -1.346235 -0.15 0.05 0.01
H -5.340801 -5.358384 1.124236 0.02 -0.15 0.05
H -7.039018 -5.659901 0.661510 0.05 0.08 -0.05
H -6.661138 -4.500964 1.949507 0.09 0.04 -0.15
C 8.806387 0.210340 0.108302 0.35 -0.28 -0.39
O 8.543466 0.165551 -1.289966 -0.04 0.26 0.47
C 8.813770 1.413162 -1.936914 0.24 -0.29 -0.47
C 10.178408 1.396532 -2.634655 0.12 0.36 0.49
O 11.247248 1.281728 -1.690701 -0.55 -0.34 -0.16
C 11.730410 -0.054341 -1.580913 0.18 0.14 0.09
H 8.872510 -0.815538 0.478729 -0.08 0.08 -0.11
H 9.751233 0.720194 0.334977 -0.22 -0.03 -0.06
H 7.987230 0.719976 0.618268 -0.11 0.23 0.28
H 8.744337 2.243995 -1.224374 0.14 -0.08 -0.02
H 8.035134 1.556624 -2.693661 0.05 0.00 0.00
H 10.315952 2.348738 -3.157979 -0.06 -0.06 0.03
H 10.230381 0.594474 -3.380462 -0.10 0.02 0.14
H 12.383142 -0.274893 -2.428625 0.01 -0.14 -0.01
H 10.920138 -0.786912 -1.541818 -0.01 0.06 -0.05
H 12.311785 -0.133132 -0.658217 -0.05 0.13 -0.15
```
Forces are in eV/Å.